6
Properties=species:S:1:pos:R:3:forces:R:3:mulliken_charge:R:1 method="wB97M-V/def2-TZVPD" homo_energy_ev=-8.95 homo_lumo_gap_ev=7.553 e_above_lowest_ev=0.444 charge=0
C 0.036 0.246 -0.107 0.123 1.965 3.164 0.240
P 1.299 -0.895 -0.624 1.352 -0.859 -0.365 0.109
S 0.718 1.075 1.238 -0.818 -1.332 -2.072 -0.180
S 1.298 -2.550 0.367 -0.438 0.591 -0.243 -0.213
S -1.418 0.620 -0.869 -0.516 -0.557 -0.692 -0.122
H -1.932 1.505 -0.006 0.296 0.191 0.207 0.167